The following is a DFT calculation (wB97M-V/def2-TZVPD) of a 8-piece molecular cluster, C6H29N2O7 overall.

```
! wB97M-V def2-TZVPD RIJCOSX def2/J DEFGRID3
* xyz 2 2
C -2.29 -0.90 -1.93
C -2.33 0.45 -2.51
C -1.61 1.39 -1.70
C -1.87 1.71 -0.35
N -0.95 2.41 0.47
C -1.38 2.46 1.80
C -1.82 1.10 2.56
N -0.78 -1.35 -1.71
H -2.77 -1.68 -2.41
H -2.67 -1.10 -0.86
H -2.06 0.64 -3.49
H -3.45 0.60 -2.74
H -0.75 1.75 -2.21
H -2.67 1.18 0.21
H -0.03 2.15 0.29
H -2.40 3.00 1.75
H -0.60 3.14 2.25
H -2.71 1.52 3.04
H -2.21 0.34 2.00
H -0.91 0.63 3.07
H -0.65 -2.09 -2.39
H -0.84 -1.76 -0.83
H -0.21 -0.52 -1.85
H 2.70 2.27 -2.02
H 1.30 2.84 -2.48
O 1.87 2.07 -2.43
H 3.47 3.17 0.08
H 3.31 2.08 1.04
O 3.05 2.22 0.16
H 1.77 0.22 -0.03
H 0.83 1.10 -0.88
O 0.84 0.35 -0.27
H 0.95 -3.15 3.14
H 1.37 -3.86 1.72
O 1.12 -2.99 2.19
H 4.01 -3.07 0.31
H 2.90 -2.67 1.38
O 3.03 -3.06 0.54
H 2.90 -1.57 0.09
H 3.96 -0.73 -0.68
O 3.28 -0.63 0.04
H -1.79 -3.19 2.60
H -1.00 -3.34 1.34
O -1.89 -3.14 1.69
*
```

Computed properties:
<S²>: 0.785
Total energy (eV): -23985.5138
Gap between HOMO and LUMO (alpha / beta) (eV): 9.9 / 6.7
M (g mol⁻¹): 241.31
Relative energy (zero: lowest compared OMol25 entry of this formula, charge and spin) (eV): 0.816

---

The following is a DFT calculation (wB97M-V/def2-TZVPD) of an isolated ion of composition C18H29N2O2 and charge +1.

```
! wB97M-V def2-TZVPD RIJCOSX def2/J DEFGRID3
* xyz 1 1
C -4.61 -1.75 -2.32
C -4.38 -0.26 -2.52
C -3.42 0.35 -1.49
N -2.21 -0.45 -1.27
C -1.14 0.22 -0.78
C 0.06 -0.35 -0.42
C 1.26 0.49 -0.05
C 2.63 -0.22 -0.35
C 3.81 0.45 0.04
C 5.07 -0.10 -0.21
C 5.17 -1.31 -0.91
C 4.02 -1.97 -1.33
C 2.75 -1.42 -1.07
C -2.42 -1.88 -1.06
C -3.30 -2.50 -2.16
H -5.23 -1.90 -1.43
H -5.16 -2.14 -3.17
H -3.98 -0.07 -3.52
H -5.33 0.29 -2.45
H -3.10 1.35 -1.82
H -3.96 0.47 -0.53
H -1.26 1.31 -0.77
H 0.21 -1.42 -0.34
H 1.24 1.33 -0.78
H 3.71 1.39 0.60
H 5.95 0.43 0.17
H 6.15 -1.75 -1.08
H 4.10 -2.94 -1.84
H 1.86 -1.97 -1.40
H -1.45 -2.40 -1.03
H -2.92 -2.04 -0.09
H -3.49 -3.55 -1.91
H -2.74 -2.48 -3.10
O -1.13 2.84 1.98
C -0.11 3.31 1.09
C 1.15 2.59 1.49
N 1.09 1.04 1.33
C 1.93 0.43 2.46
C 1.06 -0.42 3.34
O 0.01 0.44 3.79
H -1.90 3.43 1.90
H -0.40 3.07 0.05
H 0.03 4.39 1.23
H 2.05 3.00 1.02
H 1.29 2.71 2.56
H 0.11 0.87 1.58
H 2.79 -0.12 2.10
H 2.36 1.26 3.04
H 0.63 -1.26 2.77
H 1.64 -0.76 4.21
H -0.50 -0.03 4.47
*
```

Computed properties:
Total energy (eV): -26204.6042
Gap between HOMO and LUMO (eV): 8.8
M (g mol⁻¹): 305.44
Relative energy (zero: lowest compared OMol25 entry of this formula, charge and spin) (eV): 2.031

---

The following is a DFT calculation (wB97M-V/def2-TZVPD) of one molecule with the formula C6H12OS.

```
! wB97M-V def2-TZVPD RIJCOSX def2/J DEFGRID3
* xyz 0 1
C 3.38 -0.43 0.87
C 2.65 -0.53 -0.43
C -0.15 -0.33 -0.12
C -1.31 0.20 0.28
C -1.66 1.64 0.46
C -2.37 -0.86 0.55
H 4.36 -0.95 0.78
H 2.86 -0.79 1.75
H 3.75 0.54 1.10
H 2.30 -1.54 -0.57
H 3.29 -0.23 -1.29
H 0.04 -1.42 -0.18
H -2.64 1.81 -0.09
H -0.96 2.32 -0.05
H -1.80 1.91 1.49
H -2.89 -0.67 1.50
H -1.96 -1.85 0.64
H -2.86 -0.96 -1.33
O -3.33 -0.79 -0.48
S 1.24 0.63 -0.59
*
```

Computed properties:
Total energy (eV): -19298.3582
Gap between HOMO and LUMO (eV): 8.9
M (g mol⁻¹): 132.23
Relative energy (zero: lowest compared OMol25 entry of this formula, charge and spin) (eV): 1.028

---

The following is a DFT calculation (wB97M-V/def2-TZVPD) of a 2-piece molecular cluster, C4H8O2 overall.

```
! wB97M-V def2-TZVPD RIJCOSX def2/J DEFGRID3
* xyz 0 1
C 2.13 -0.14 -0.08
C 0.63 -0.02 -0.28
O 0.11 1.12 0.03
C -0.12 -1.08 -0.73
C -1.86 0.29 0.67
O -2.38 1.44 0.34
H 2.40 0.15 0.94
H 2.49 -1.15 -0.28
H 2.63 0.56 -0.77
H -1.05 -0.87 -1.25
H 0.32 -2.06 -0.91
H -1.13 0.20 1.45
H -2.51 -0.54 0.41
H -1.66 2.09 0.45
*
```

Computed properties:
Total energy (eV): -8368.8858
Gap between HOMO and LUMO (alpha / beta) (eV): 6.9 / 6.9
M (g mol⁻¹): 88.11
Relative energy (zero: lowest compared OMol25 entry of this formula, charge and spin) (eV): 4.396

---

Look up the relative energy (zero: lowest compared OMol25 entry of this formula, charge and spin) of the second one.
2.031 eV

---

Number 3 is which compound?
C6H12OS

---

Among the records above, which one has the lowest total energy?
C18H29N2O2